Entry 1:
The following is a DFT calculation (ωB97M-V/def2-TZVPD) of a structure of composition C15H17FeNO4 in a non-equilibrium geometry.

Atoms and positions in Å:
Fe  0.41  1.56  -0.53
C  0.57  2.39  1.02
O  0.79  3.05  1.96
C  0.33  3.16  -1.28
O  0.33  4.21  -1.77
C  -1.36  1.60  -0.93
O  -2.48  1.83  -1.13
C  2.15  1.62  -0.83
O  3.27  1.82  -1.01
C  0.44  0.12  -5.28
H  1.38  -0.45  -5.19
H  -0.49  -0.44  -5.15
C  0.44  1.42  -5.61
H  -0.50  1.97  -5.77
H  1.37  1.97  -5.80
C  0.39  -0.62  3.32
N  -1.06  -0.72  2.98
C  -1.91  0.01  3.97
C  -1.34  -0.28  1.55
C  -0.43  -1.04  0.59
C  -0.30  -2.44  0.77
C  0.58  -3.17  -0.03
C  1.31  -2.51  -1.02
C  1.21  -1.11  -1.17
C  0.33  -0.38  -0.36
H  0.73  0.40  3.13
H  0.94  -1.32  2.68
H  0.51  -0.90  4.37
H  -1.32  -1.71  3.01
H  -1.68  1.07  3.93
H  -2.96  -0.17  3.71
H  -1.69  -0.41  4.96
H  -2.41  -0.47  1.36
H  -1.19  0.81  1.54
H  -0.88  -2.97  1.53
H  0.71  -4.24  0.11
H  1.98  -3.05  -1.68
H  1.83  -0.61  -1.93

Computed properties:
* frontier orbital gap (spin up / spin down): 6.77 / 4.03 eV
* multiplicity: 5
* expectation value of S²: 6.08
* M: 331.1 g/mol
* F_max: 11.28 eV/A
* net charge: +2

Here are the Löwdin charges for atoms 1 to 8, given in e: Fe 0.271; C -0.094; O 0.231; C -0.103; O 0.279; C -0.077; O 0.229; C -0.093

Entry 2:
The following is a DFT calculation (ωB97M-V/def2-TZVPD) of a cluster of 11 separate species, C41H80O20S7 in total in a non-equilibrium geometry.

Atoms and positions in Å:
C  -15.84  -4.74  -10.49
C  -16.50  -5.81  -11.32
C  -15.62  -7.05  -11.72
O  -16.34  -8.21  -11.19
C  -17.50  -7.80  -10.62
O  -18.36  -8.55  -10.24
O  -17.52  -6.43  -10.50
H  -15.54  -5.17  -9.53
H  -16.59  -4.00  -10.24
H  -14.98  -4.31  -10.99
H  -16.92  -5.41  -12.25
H  -14.63  -7.02  -11.26
H  -15.52  -7.14  -12.80
C  -17.29  -8.84  -6.73
C  -18.78  -8.73  -6.53
O  -19.27  -8.06  -5.67
C  -19.62  -9.57  -7.43
H  -17.09  -8.62  -7.78
H  -17.09  -9.87  -6.42
H  -16.72  -8.12  -6.16
H  -19.18  -9.64  -8.43
H  -20.65  -9.24  -7.47
H  -19.60  -10.59  -7.04
C  -13.82  -7.19  -8.43
C  -13.40  -8.43  -7.70
O  -14.19  -9.33  -7.49
C  -11.97  -8.54  -7.25
H  -14.71  -7.42  -9.01
H  -13.05  -6.92  -9.15
H  -14.05  -6.39  -7.73
H  -11.34  -8.10  -8.03
H  -11.71  -9.56  -7.02
H  -11.74  -7.90  -6.39
C  -19.78  -10.03  -15.39
C  -18.65  -10.49  -14.52
O  -18.04  -11.43  -14.79
C  -18.51  -9.84  -13.17
H  -19.54  -9.03  -15.78
H  -20.69  -9.93  -14.81
H  -19.84  -10.73  -16.22
H  -18.67  -10.59  -12.39
H  -19.17  -8.98  -13.04
H  -17.50  -9.44  -13.06
C  -14.59  -11.40  -11.70
C  -14.11  -10.60  -12.91
C  -12.62  -10.51  -12.79
S  -12.40  -10.04  -11.07
O  -12.37  -8.61  -10.90
O  -11.38  -10.87  -10.48
C  -13.96  -10.74  -10.51
H  -14.33  -12.45  -11.79
H  -15.67  -11.30  -11.65
H  -14.60  -9.64  -12.99
H  -14.36  -11.12  -13.84
H  -12.11  -9.78  -13.41
H  -12.19  -11.50  -12.82
H  -14.54  -9.90  -10.10
H  -13.80  -11.30  -9.59
C  -17.04  -5.58  -17.91
C  -16.62  -7.05  -17.88
C  -17.64  -7.72  -16.97
S  -17.94  -6.52  -15.64
O  -17.07  -6.86  -14.54
O  -19.35  -6.33  -15.48
C  -17.09  -5.14  -16.46
H  -18.04  -5.42  -18.34
H  -16.42  -4.92  -18.51
H  -15.64  -7.12  -17.37
H  -16.57  -7.55  -18.84
H  -17.43  -8.66  -16.48
H  -18.58  -7.79  -17.51
H  -16.09  -5.23  -16.05
H  -17.60  -4.24  -16.21
C  -18.26  -4.88  -6.49
C  -16.81  -5.32  -6.73
C  -15.93  -4.10  -6.86
S  -16.97  -2.72  -7.35
O  -16.64  -2.28  -8.69
O  -16.92  -1.81  -6.26
C  -18.51  -3.62  -7.30
H  -18.34  -4.60  -5.43
H  -18.95  -5.70  -6.64
H  -16.78  -5.90  -7.66
H  -16.48  -5.95  -5.91
H  -15.20  -4.26  -7.65
H  -15.47  -3.73  -5.95
H  -18.69  -3.99  -8.33
H  -19.40  -3.07  -7.03
C  -21.34  -2.96  -12.52
C  -20.00  -3.59  -12.08
C  -19.25  -2.44  -11.44
S  -20.43  -1.49  -10.53
O  -20.28  -0.10  -10.83
O  -20.43  -1.93  -9.17
C  -21.89  -2.13  -11.39
H  -22.05  -3.69  -12.92
H  -21.08  -2.33  -13.38
H  -19.40  -4.12  -12.80
H  -20.22  -4.34  -11.29
H  -18.87  -1.85  -12.29
H  -18.35  -2.65  -10.86
H  -22.43  -1.27  -11.76
H  -22.47  -2.71  -10.68
C  -12.85  -4.95  -16.71
C  -12.59  -4.55  -15.27
C  -13.28  -5.55  -14.39
S  -12.91  -7.13  -15.19
O  -14.10  -7.91  -15.33
O  -11.71  -7.68  -14.61
C  -12.47  -6.42  -16.80
H  -12.33  -4.31  -17.41
H  -13.91  -4.84  -16.94
H  -12.85  -3.51  -15.02
H  -11.50  -4.53  -15.09
H  -14.37  -5.48  -14.51
H  -13.01  -5.57  -13.34
H  -13.03  -6.96  -17.56
H  -11.41  -6.62  -16.96
C  -15.50  0.04  -13.65
C  -14.58  -0.77  -12.74
C  -15.01  -2.24  -12.68
S  -16.09  -2.50  -14.08
O  -17.15  -3.36  -13.62
O  -15.36  -2.83  -15.27
C  -16.65  -0.80  -14.16
H  -14.92  0.45  -14.48
H  -15.88  0.92  -13.12
H  -14.54  -0.39  -11.71
H  -13.54  -0.67  -13.05
H  -15.64  -2.38  -11.80
H  -14.22  -2.98  -12.74
H  -17.50  -0.75  -13.48
H  -17.03  -0.52  -15.13
C  -11.00  -1.24  -10.01
C  -12.37  -0.99  -9.37
C  -13.35  -1.90  -10.07
S  -12.45  -3.45  -10.27
O  -12.70  -3.89  -11.63
O  -12.73  -4.35  -9.19
C  -10.79  -2.75  -10.12
H  -10.23  -0.81  -9.35
H  -10.85  -0.70  -10.94
H  -12.68  0.05  -9.50
H  -12.33  -1.20  -8.30
H  -13.51  -1.58  -11.10
H  -14.33  -2.03  -9.61
H  -10.29  -3.06  -11.03
H  -10.34  -3.16  -9.22

Computed properties:
* SMILES: C[C@H]1COC(=O)O1.O=S1(=O)CCCC1.O=S1(=O)CCCC1.O=S1(=O)CCCC1.O=S1(=O)CCCC1.O=S1(=O)CCCC1.O=S1(=O)CCCC1.O=S1(=O)CCCC1.CC(C)=O.CC(C)=O.CC(C)=O
* frontier orbital gap: 8.81 eV
* M: 1117.5 g/mol
* F_max: 5.55 eV/A

Here are the Löwdin charges for atoms 1 to 8, given in e: C -0.013; C -0.257; C -0.046; O 0.027; C -0.521; O 0.129; O 0.060; H 0.066

Energy (Eh)
-2200.3346 -5902.2853